Entry from OMol25: a 11-piece molecular cluster, C11H44N8O11 overall (ωB97M-V/def2-TZVPD).

```
! wB97M-V def2-TZVPD RIJCOSX def2/J DEFGRID3
* xyz 0 1
N 12.07 33.03 14.24
C 10.85 33.59 14.41
N 10.63 34.57 13.47
O 10.01 33.31 15.25
H 12.46 33.03 13.31
H 12.32 32.20 14.76
H 11.43 34.86 12.94
H 9.67 34.85 13.53
N 14.46 36.11 11.00
C 13.22 35.58 11.13
N 12.22 36.40 10.67
O 12.98 34.47 11.58
H 14.63 36.97 10.52
H 15.21 35.44 11.07
H 11.28 36.25 11.00
H 12.38 37.30 10.27
N 10.53 29.80 3.48
C 9.62 30.47 4.23
N 10.15 31.23 5.21
O 8.40 30.31 4.10
H 10.20 28.99 2.98
H 11.42 30.21 3.29
H 9.53 31.60 5.91
H 11.15 31.31 5.25
N 8.81 34.34 8.69
C 9.88 33.55 8.92
N 10.44 33.56 10.16
O 10.38 32.84 8.03
H 8.48 34.30 7.74
H 8.34 34.89 9.38
H 11.34 33.13 10.22
H 10.13 34.35 10.72
C 13.66 33.41 7.72
O 13.36 32.20 7.08
H 14.29 33.94 7.00
H 12.82 34.09 7.88
H 14.22 33.44 8.66
H 12.86 31.63 7.67
C 11.63 35.90 6.26
O 11.01 34.79 5.64
H 11.62 35.86 7.35
H 12.65 36.04 5.87
H 11.10 36.83 6.01
H 10.80 34.19 6.37
C 8.14 34.46 5.41
O 6.98 34.18 6.21
H 7.76 34.50 4.38
H 8.64 35.36 5.73
H 8.78 33.60 5.23
H 6.26 34.08 5.59
C 9.65 29.73 8.31
O 11.04 29.67 8.50
H 9.31 30.29 7.45
H 9.23 28.73 8.20
H 9.19 30.18 9.20
H 11.42 30.52 8.75
C 13.12 30.18 10.90
O 13.12 31.15 9.89
H 13.09 29.21 10.39
H 13.99 30.22 11.55
H 12.20 30.06 11.47
H 13.89 31.03 9.33
C 5.27 33.79 8.75
O 4.32 33.13 9.56
H 4.75 34.18 7.88
H 5.73 34.66 9.25
H 6.15 33.20 8.48
H 4.77 32.94 10.39
C 8.62 37.43 11.29
O 9.26 36.15 11.27
H 9.21 38.07 11.96
H 8.42 37.82 10.30
H 7.66 37.39 11.82
H 8.79 35.57 11.88
*
```

Calculated values
gap between HOMO and LUMO = 9.123 eV
ΔE to the lowest compared entry with this formula, charge and spin = 1.339 eV
structure (SMILES) = NC(N)=O.NC(N)=O.NC(N)=O.NC(N)=O.CO.CO.CO.CO.CO.CO.CO
total energy = -1711.2142 hartree